1.
A cluster of 11 separate species, C37H103F6N9O10P in total in a non-equilibrium geometry. Source: the Open Molecules 2025 dataset; level of theory: ωB97M-V with the def2-TZVPD basis set.

Each line ends with the Löwdin charge.
Atoms and positions in Å:
P (-17.37384, -6.58254, 29.92440)  0.322
F (-16.25400, -6.46024, 28.68883)  -0.173
F (-16.12716, -6.77756, 30.96204)  -0.195
F (-17.38720, -4.95463, 30.27009)  -0.190
F (-18.34488, -6.77246, 31.20694)  -0.177
F (-18.72681, -6.50581, 28.96480)  -0.165
F (-17.38252, -8.22744, 29.84690)  -0.177
C (-16.20481, -4.52868, 33.67357)  -0.134
O (-15.48897, -3.37274, 34.15916)  -0.124
H (-16.99307, -4.17502, 33.00897)  0.060
H (-15.60336, -5.15949, 33.01902)  0.043
H (-16.62093, -5.22251, 34.40400)  0.086
H (-14.80095, -3.20773, 33.51032)  -0.003
C (-14.53039, -12.28101, 32.13849)  -0.053
C (-14.10732, -10.79803, 32.28600)  -0.418
C (-14.44728, -10.12600, 33.64126)  -0.167
O (-15.81779, -10.19705, 34.03694)  -0.198
C (-16.68564, -9.43567, 33.20711)  -0.091
N (-12.67219, -10.75474, 31.97721)  0.053
H (-14.66892, -12.57931, 31.09930)  0.056
H (-15.48746, -12.38293, 32.65008)  0.070
H (-13.79656, -12.93892, 32.60406)  0.070
H (-14.68255, -10.29147, 31.51101)  0.103
H (-14.25943, -9.05814, 33.52950)  0.098
H (-13.84345, -10.59848, 34.41602)  0.128
H (-17.73527, -9.52304, 33.48772)  0.086
H (-16.70094, -10.01590, 32.28451)  0.067
H (-16.37361, -8.40625, 33.03102)  0.082
H (-12.24929, -9.84711, 32.10938)  0.021
H (-12.58064, -10.88207, 30.97946)  0.023
C (-19.96796, -4.26652, 26.61232)  -0.061
C (-18.91229, -3.51045, 25.80000)  -0.437
C (-19.22656, -3.40548, 24.29603)  -0.189
O (-19.42070, -4.68053, 23.66277)  -0.196
C (-18.21673, -5.48653, 23.57462)  -0.099
N (-18.85159, -2.20471, 26.39110)  0.029
H (-19.55679, -4.24273, 27.62151)  0.049
H (-20.01120, -5.30214, 26.27507)  0.078
H (-20.95804, -3.81112, 26.63378)  0.082
H (-18.02402, -4.12328, 25.95340)  0.129
H (-18.49854, -2.80960, 23.74554)  0.115
H (-20.20774, -2.94775, 24.17016)  0.121
H (-18.05001, -6.06566, 24.48286)  0.060
H (-17.27954, -4.95976, 23.39484)  0.085
H (-18.39526, -6.30000, 22.87142)  0.081
H (-19.59238, -1.53617, 26.23494)  0.075
H (-18.72784, -2.27179, 27.39124)  0.015
C (-13.00569, -6.29539, 33.51669)  -0.058
C (-11.63070, -6.41736, 32.93121)  -0.389
C (-10.52465, -6.27800, 34.03993)  -0.160
O (-10.53914, -4.99903, 34.68814)  -0.229
C (-9.89837, -4.95166, 35.96122)  -0.098
N (-11.53995, -7.69709, 32.15749)  0.031
H (-13.18102, -7.03586, 34.29711)  0.088
H (-13.79435, -6.47879, 32.78698)  0.054
H (-13.23907, -5.28951, 33.86576)  0.067
H (-11.45993, -5.67727, 32.14941)  0.111
H (-9.56350, -6.55031, 33.60388)  0.116
H (-10.75441, -7.04118, 34.78349)  0.118
H (-9.96715, -3.96420, 36.41761)  0.083
H (-8.82237, -5.09143, 35.85733)  0.082
H (-10.27955, -5.69658, 36.65972)  0.089
H (-10.65211, -7.76799, 31.68123)  0.061
H (-12.24682, -7.86236, 31.45527)  0.004
C (-10.44212, -1.58623, 34.11852)  -0.042
C (-11.99441, -1.74814, 33.82867)  -0.405
C (-12.23391, -2.47206, 32.59108)  -0.269
O (-13.55273, -2.75493, 32.38041)  -0.219
C (-13.94479, -3.44175, 31.17634)  -0.029
N (-12.42838, -2.54783, 34.92880)  0.068
H (-9.86435, -2.49563, 33.95346)  0.067
H (-10.23862, -1.20764, 35.12020)  0.070
H (-10.00782, -0.76816, 33.54385)  0.061
H (-12.55224, -0.81234, 33.79409)  0.146
H (-11.65999, -3.39854, 32.57235)  0.117
H (-11.85478, -1.99029, 31.68983)  0.133
H (-13.63089, -2.89042, 30.28999)  0.091
H (-15.03428, -3.45684, 31.20549)  0.083
H (-13.59399, -4.46682, 31.29588)  0.082
H (-13.25171, -3.01130, 34.57183)  0.036
H (-11.85303, -3.37720, 34.96376)  0.038
C (-21.98955, -9.18608, 32.48754)  -0.078
C (-21.41113, -8.87040, 31.14024)  -0.451
C (-21.67419, -7.35516, 30.86064)  -0.158
O (-23.06654, -6.92129, 30.81845)  -0.213
C (-23.79809, -7.09017, 29.60418)  -0.101
N (-20.01284, -9.14033, 31.17432)  0.060
H (-21.95063, -10.25418, 32.70145)  0.075
H (-23.06534, -9.04159, 32.38800)  0.072
H (-21.67713, -8.59634, 33.34933)  0.083
H (-21.93019, -9.51392, 30.42992)  0.135
H (-21.10685, -6.90202, 30.04769)  0.101
H (-21.31275, -6.84913, 31.75585)  0.096
H (-24.78671, -6.65848, 29.76036)  0.081
H (-23.87189, -8.14929, 29.35742)  0.078
H (-23.29794, -6.51024, 28.82853)  0.077
H (-19.60373, -8.88318, 30.28742)  0.053
H (-19.60154, -8.47319, 31.81139)  0.053
C (-15.30446, -9.09848, 25.54507)  -0.040
C (-16.62545, -9.53668, 26.21472)  -0.429
C (-16.43107, -10.38012, 27.49805)  -0.160
O (-17.72774, -10.92488, 27.98118)  -0.187
C (-17.58474, -11.58975, 29.18548)  -0.144
N (-17.45833, -8.39345, 26.50818)  0.052
H (-14.83760, -9.92141, 25.00386)  0.071
H (-14.55855, -8.77309, 26.27022)  0.052
H (-15.61481, -8.31409, 24.85477)  0.073
H (-17.18335, -10.25607, 25.61530)  0.128
H (-16.08451, -9.71160, 28.28612)  0.105
H (-15.68901, -11.12993, 27.22377)  0.116
H (-18.46885, -12.22346, 29.25537)  0.088
H (-17.67410, -10.90815, 30.03138)  0.065
H (-16.66459, -12.16957, 29.25769)  0.077
H (-18.07213, -8.58245, 27.28770)  0.054
H (-16.95134, -7.57526, 26.81413)  0.045
C (-15.88003, -2.21890, 28.24404)  -0.053
C (-16.76389, -1.43730, 29.27257)  -0.401
C (-17.06032, 0.05894, 28.90259)  -0.170
O (-17.60882, 0.73860, 30.03634)  -0.193
C (-17.76164, 2.15554, 29.85484)  -0.106
N (-17.96987, -2.21251, 29.37146)  0.050
H (-15.63922, -3.19296, 28.66987)  0.054
H (-14.90275, -1.73653, 28.22577)  0.068
H (-16.40143, -2.35054, 27.29593)  0.058
H (-16.11957, -1.48122, 30.15065)  0.119
H (-17.65340, 0.13160, 27.99096)  0.119
H (-16.09043, 0.52962, 28.74171)  0.117
H (-18.44625, 2.65094, 30.54331)  0.081
H (-18.10132, 2.46802, 28.86738)  0.079
H (-16.78070, 2.60343, 30.01384)  0.080
H (-18.52937, -1.65655, 30.00231)  0.065
H (-17.92592, -3.15869, 29.72204)  0.046
C (-12.54254, -6.33000, 28.50432)  -0.043
C (-13.12686, -7.71513, 28.77448)  -0.409
C (-12.15339, -8.92563, 28.56883)  -0.124
O (-12.86602, -10.13347, 28.99488)  -0.238
C (-12.21624, -11.31385, 28.63467)  -0.133
N (-13.64405, -7.64246, 30.14401)  0.054
H (-12.23026, -6.21868, 27.46596)  0.076
H (-11.72171, -6.23283, 29.21489)  0.073
H (-13.18597, -5.48829, 28.76047)  0.066
H (-13.98588, -7.96039, 28.14995)  0.103
H (-11.27743, -8.82071, 29.20899)  0.120
H (-11.98134, -8.96282, 27.49314)  0.123
H (-12.57905, -11.60746, 27.64964)  0.086
H (-12.71965, -12.09620, 29.20264)  0.081
H (-11.14081, -11.36653, 28.80431)  0.098
H (-14.18104, -8.49725, 30.11115)  0.065
H (-14.30884, -6.89465, 30.28158)  0.044
C (-20.44644, -5.16464, 33.96202)  -0.049
C (-20.11763, -3.68341, 33.60802)  -0.404
C (-20.07151, -3.46204, 32.03627)  -0.196
O (-21.31598, -3.86575, 31.47279)  -0.185
C (-21.31641, -3.74921, 30.03180)  -0.078
N (-21.17215, -2.82582, 34.11268)  0.034
H (-20.32968, -5.34343, 35.03091)  0.076
H (-19.74906, -5.77355, 33.38671)  0.058
H (-21.40267, -5.47147, 33.53825)  0.066
H (-19.14115, -3.43857, 34.02593)  0.122
H (-19.22415, -3.97708, 31.58371)  0.091
H (-19.84609, -2.43786, 31.73908)  0.105
H (-21.14564, -4.73255, 29.59366)  0.064
H (-20.68060, -3.02118, 29.52799)  0.070
H (-22.32473, -3.53135, 29.67979)  0.085
H (-21.82964, -3.07963, 33.38923)  0.055
H (-20.82503, -1.94859, 33.75202)  0.061

Atoms 1-3, force components in eV/Å:
-0.4 -1.3 1.5
-1.8 0.3 1.0
0.4 0.8 -0.1

Results
Total charge: -1
Energy above the lowest of the compared OMol25 structures with the same formula, charge and spin, kJ/mol: 90.58
Orbital gap, Ha: 0.3201
Electronic energy, eV: -99520.7857

2.
A structure of composition C32H36N2O4S5SbTc in a non-equilibrium geometry. Source: the Open Molecules 2025 dataset; level of theory: ωB97M-V with the def2-TZVPD basis set.

Each line ends with the Löwdin charge.
Atoms and positions in Å:
Tc (0.81055, 0.74377, -0.85625)  0.711
S (0.05088, 1.56702, 1.18604)  0.625
C (0.18711, 3.29563, 1.62152)  -0.580
C (-0.84008, 3.80269, 2.40302)  -0.135
C (-0.82912, 5.08494, 2.91389)  -0.087
C (0.29264, 5.86814, 2.84082)  -0.046
C (1.40808, 5.27497, 2.22989)  -0.097
C (1.40188, 4.03034, 1.61916)  -0.561
S (2.84615, 3.58762, 0.75400)  0.969
C (3.23086, 1.90814, 1.41421)  -0.414
C (3.80036, 1.08639, 0.36413)  -0.307
C (5.19735, 0.89341, 0.32223)  0.020
C (5.73534, -0.03873, -0.54806)  -0.010
C (4.94461, -0.53395, -1.55898)  -0.018
C (3.62764, -0.14608, -1.59648)  -0.296
C (2.76270, -0.97679, -2.60307)  -0.358
S (1.11151, -0.42301, -2.96294)  0.896
C (1.40838, 0.94721, -4.16686)  -0.484
C (1.81060, 0.54941, -5.44596)  -0.091
C (2.19147, 1.51657, -6.36374)  -0.059
C (1.89635, 2.82982, -6.03057)  -0.073
C (1.41269, 3.22812, -4.78775)  -0.077
C (1.20860, 2.22703, -3.80859)  -0.666
S (0.76328, 2.69417, -2.16128)  0.576
N (3.03587, 0.59274, -0.66908)  0.027
H (-1.72138, 3.15197, 2.57344)  0.110
H (-1.73681, 5.41374, 3.44346)  0.121
H (0.30238, 6.87112, 3.24750)  0.117
H (2.25594, 5.84397, 2.29869)  0.076
H (2.43229, 1.46014, 1.98601)  0.050
H (3.92582, 2.05050, 2.22410)  0.084
H (5.79693, 1.34726, 1.06055)  0.111
H (6.79829, -0.29347, -0.43645)  0.133
H (5.29573, -1.38225, -2.10161)  0.124
H (2.62495, -1.95228, -2.08569)  0.100
H (3.26576, -1.01773, -3.60479)  0.105
H (2.01640, -0.44656, -5.65815)  0.088
H (2.64504, 1.20119, -7.33263)  0.132
H (2.03860, 3.59665, -6.78376)  0.113
H (1.24655, 4.30430, -4.53500)  0.128
C (-5.85822, -1.95823, 1.06969)  -0.051
C (-4.62393, -2.29680, 1.84922)  -0.271
C (-4.16103, -3.62357, 1.74429)  -0.027
C (-3.02914, -3.98609, 2.43798)  -0.074
C (-2.32643, -3.08434, 3.18457)  -0.306
C (-2.78624, -1.75554, 3.29746)  -0.015
C (-3.91164, -1.34302, 2.57630)  -0.034
S (-1.00975, -3.66838, 4.17565)  0.636
O (-1.43656, -4.75193, 4.95625)  -0.255
O (-0.34535, -2.53036, 4.73416)  -0.292
N (0.04770, -4.38374, 3.02528)  -0.106
C (1.09343, -3.40108, 2.48233)  -0.187
C (0.61582, -3.16900, 1.07338)  -0.096
C (1.47337, -2.05961, 0.47805)  -0.548
O (2.66842, -1.94834, 0.66813)  0.088
O (0.77398, -1.11213, -0.16210)  -0.371
H (-6.72011, -1.55949, 1.73442)  0.124
H (-6.27236, -2.73124, 0.46259)  0.066
H (-5.68257, -1.14294, 0.38971)  0.054
H (-4.67605, -4.34161, 1.11868)  0.119
H (-2.70907, -5.04447, 2.37746)  0.137
H (-2.23949, -1.09608, 3.95918)  0.113
H (-4.32754, -0.39537, 2.62173)  0.091
H (0.36022, -5.23675, 3.41432)  0.081
H (2.08908, -3.86949, 2.54732)  0.133
H (1.17811, -2.54207, 3.11841)  0.099
H (-0.42864, -2.88003, 1.07433)  0.075
H (0.66880, -4.16695, 0.54675)  0.155
C (-2.26501, -1.75828, -0.83464)  -0.244
Sb (-1.83010, 0.31109, -1.34044)  1.324
C (-3.35859, 1.26909, -0.26397)  -0.281
C (-2.33902, 0.59715, -3.34786)  -0.296
H (-3.35338, -1.83308, -0.83348)  0.002
H (-2.00817, -1.98257, 0.24165)  0.012
H (-1.80409, -2.47131, -1.51093)  0.020
H (-3.08504, 2.30506, -0.38602)  0.004
H (-3.28960, 0.92911, 0.75403)  -0.012
H (-4.34851, 1.15950, -0.73418)  0.033
H (-2.17339, -0.34227, -3.86980)  0.014
H (-1.78928, 1.35894, -3.87143)  0.002
H (-3.43280, 0.77807, -3.36346)  0.030

Atoms 1-3, force components in eV/Å:
-0.2 0.6 0.4
0.0 0.2 0.0
0.9 -0.3 0.8

Results
Total charge: +1
Orbital gap (spin up / spin down), Ha: 0.2832 / 0.2344
Electronic energy, eV: -107844.9244
Spin multiplicity: 4

3.
A cluster of 2 separate species, C4H14N2O in total in a non-equilibrium geometry. Source: the Open Molecules 2025 dataset; level of theory: ωB97M-V with the def2-TZVPD basis set.

Each line ends with the Löwdin charge.
Atoms and positions in Å:
C (-0.70220, -0.19343, 2.20054)  -0.071
C (-0.04841, 0.61067, 1.08755)  -0.464
C (0.61439, -0.27772, 0.02657)  -0.177
C (-0.16871, -1.55496, -0.27869)  -0.294
N (0.23758, -2.09636, -1.56754)  -0.022
N (0.95918, 1.52240, 1.65311)  0.018
H (-1.15107, 0.46342, 2.93469)  0.071
H (-1.53670, -0.77807, 1.82444)  0.066
H (0.05381, -0.86365, 2.61774)  0.090
H (-0.75010, 1.28010, 0.57239)  0.131
H (1.58631, -0.64414, 0.31367)  0.115
H (0.67049, 0.32508, -0.86440)  0.096
H (0.07141, -2.33529, 0.44376)  0.109
H (-1.22469, -1.30460, -0.33162)  0.105
H (-0.10775, -2.98150, -1.87868)  0.055
H (1.07917, -1.84101, -2.04198)  0.053
H (1.55939, 1.92802, 0.95665)  0.060
H (0.53894, 2.25623, 2.20736)  0.067
H (-0.75799, 1.52445, -2.84093)  0.018
H (-0.08498, 2.55600, -3.81396)  0.041
O (-0.83810, 2.40438, -3.22064)  -0.066

Atoms 1-3, force components in eV/Å:
0.0 0.1 -0.5
0.5 0.7 -0.1
-0.8 -0.6 0.4

Results
SMILES: C[C@@H](N)CCN.O
Energy above the lowest of the compared OMol25 structures with the same formula, charge and spin, kJ/mol: 127.77
Orbital gap, Ha: 0.3538
Electronic energy, eV: -9402.2827